{
  "formula": "C30H31N5OP2RuS2Se2",
  "method": "ωB97M-V/def2-TZVPD",
  "multiplicity": 2,
  "s_squared": 0.7574,
  "total_charge": 1,
  "gap_ha": [0.2167, 0.1987],
  "homo_ev": [-9.58, -9.57],
  "e_above_lowest_ev": 1.738,
  "elements": ["H", "N", "H", "S", "C", "C", "H", "H", "C", "C", "H", "N", "H", "N", "H", "C", "O", "H", "H", "H", "C", "C", "C", "H", "Ru", "C", "S", "H", "H", "H", "H", "H", "H", "C", "H", "P", "C", "C", "H", "H", "C", "Se", "H", "N", "H", "H", "C", "C", "C", "Se", "H", "H", "C", "P", "C", "H", "H", "C", "N", "H", "C", "H", "C", "C", "C", "C", "C", "C", "C", "C", "H", "C", "C", "H"],
  "coordinates": [[3.838, 0.614, -6.292], [0.744, -1.788, 5.007], [-0.310, -4.077, 2.475], [2.420, -3.434, 2.847], [0.670, 0.010, -5.273], [-3.657, 2.052, -2.545], [0.787, -0.908, 5.509], [2.147, 3.813, -1.497], [-3.130, 3.252, -3.004], [-0.469, -2.534, 5.385], [-4.695, 1.995, -2.246], [1.007, -1.958, -1.168], [-4.574, -2.508, 0.221], [-0.651, -3.352, 3.098], [-2.237, -1.779, 0.396], [0.794, 2.546, -0.434], [4.755, -2.619, 2.195], [5.306, -0.813, 1.306], [-1.613, -3.133, 2.862], [-1.395, 4.252, -3.778], [-2.778, 0.280, 0.728], [-2.860, 0.916, -2.485], [-3.036, -1.056, 0.500], [-5.917, 1.511, 0.875], [0.741, -1.524, 2.854], [-5.112, 0.795, 0.771], [3.125, -0.639, 2.867], [-3.759, 4.131, -3.071], [6.488, -2.148, 1.257], [-6.420, -0.878, 0.456], [-1.379, -4.386, 4.829], [0.377, -4.344, 4.633], [0.535, 2.352, 2.953], [0.149, -0.911, -1.218], [1.564, -2.322, 5.281], [-1.006, 0.835, 0.861], [-4.359, -1.464, 0.404], [3.568, -2.242, 2.579], [1.536, 0.442, -7.182], [3.169, 4.734, 0.567], [-0.539, -3.765, 4.517], [-1.651, -2.194, -3.508], [-3.275, -0.033, -2.172], [0.653, -1.358, 0.869], [4.268, 0.272, -3.886], [-0.341, -0.083, -5.652], [0.898, 2.652, 1.982], [5.754, -1.632, 1.864], [3.015, 0.399, -5.623], [-0.897, 0.238, 3.045], [-0.466, -2.815, 6.439], [-1.333, -1.896, 5.194], [-1.000, 2.192, -3.347], [-0.510, -0.528, -2.862], [2.378, 3.998, 0.635], [2.356, 3.988, 2.785], [0.026, 2.242, -3.690], [0.914, -0.173, -3.912], [1.302, -2.203, 0.075], [0.348, 2.142, -1.327], [2.207, -0.077, -3.407], [2.398, -0.237, -2.355], [-5.394, -0.544, 0.537], [1.722, 0.301, -6.125], [3.258, 0.208, -4.272], [-0.098, -0.524, 0.098], [-3.794, 1.217, 0.863], [-1.804, 3.321, -3.406], [1.809, 3.482, -0.524], [1.924, 3.585, 1.879], [-3.556, 2.258, 1.035], [0.375, 2.119, 0.820], [-1.524, 0.985, -2.871], [6.216, -1.251, 2.773]],
  "mulliken_charge": [0.390, -0.429, 0.290, -0.320, -0.265, -0.740, 0.245, 0.508, -0.665, -0.502, 0.488, -0.580, 0.477, -0.314, 0.615, 0.313, -0.270, 0.368, 0.176, 0.432, 0.663, -0.508, -0.606, 0.471, 0.151, -0.816, -0.285, 0.424, 0.257, 0.443, 0.425, 0.292, 0.450, 0.805, 0.294, 0.696, -0.976, 0.642, 0.408, 0.414, -0.610, -0.355, 0.410, 1.412, 0.413, 0.408, -0.693, -0.732, -0.434, -0.526, 0.435, 0.268, -0.093, 0.332, -0.675, 0.450, 0.430, 0.371, -0.742, -0.102, -0.179, 0.403, -0.516, -0.755, -0.810, -0.733, -0.267, -0.732, -0.843, -0.791, 0.489, 1.032, 0.554, 0.320]
}

***

{
  "formula": "C30H31NO5",
  "method": "ωB97M-V/def2-TZVPD",
  "multiplicity": 1,
  "total_charge": 0,
  "smiles": "OC(c1ccccc1)(c1ccccc1)[C@@H]1CCCN1.CC1(C)OC(=O)C(=Cc2ccccc2)C(=O)O1",
  "gap_ha": 0.2502,
  "homo_ev": -8.09,
  "e_above_lowest_ev": 0.000,
  "elements": ["O", "C", "C", "C", "H", "H", "C", "H", "C", "H", "C", "H", "C", "H", "C", "H", "H", "H", "N", "C", "H", "H", "C", "C", "C", "H", "C", "H", "O", "H", "H", "O", "H", "C", "H", "C", "H", "H", "H", "H", "H", "H", "C", "H", "C", "C", "O", "C", "O", "C", "C", "H", "C", "H", "H", "H", "C", "C", "C", "H", "C", "C", "C", "H", "H", "C", "C"],
  "coordinates": [[3.189, -1.490, -1.715], [-0.230, 1.859, 0.998], [0.858, -1.507, -1.205], [-4.022, 2.198, 1.563], [2.056, -4.014, -3.677], [0.075, 0.545, 2.657], [0.309, 4.349, 0.740], [0.536, 6.476, 0.593], [2.914, -2.883, -2.076], [0.036, -1.123, 1.088], [-0.032, 3.463, 2.969], [-2.415, -4.757, -2.891], [2.183, -2.959, -3.406], [2.653, -1.501, 0.747], [0.063, 3.264, 1.581], [4.050, -4.643, -2.506], [1.198, -2.476, -3.380], [-4.565, -1.004, -3.201], [0.806, -0.461, 0.996], [1.071, -2.828, -0.559], [-0.187, 2.600, 3.629], [-1.457, -0.554, 0.752], [2.024, 1.265, 2.040], [2.776, -0.032, 2.314], [0.386, 5.642, 1.275], [3.828, 0.032, 2.014], [2.078, -0.734, -1.432], [-4.724, 2.983, 1.847], [0.079, 1.918, -0.378], [4.639, -3.740, -1.101], [4.956, -3.133, -2.752], [2.172, 0.482, -1.352], [-2.669, 0.151, -2.064], [-1.502, -1.645, -1.807], [2.802, -2.472, -4.169], [-2.654, -0.932, -2.222], [-0.023, 4.891, 4.580], [2.434, 1.778, 1.155], [0.430, 4.183, -0.333], [1.741, -1.982, 2.167], [-4.466, -3.484, -3.585], [-0.574, -3.616, -1.833], [-3.647, -2.969, -3.087], [0.904, 1.397, -0.617], [-0.387, -0.935, -1.170], [-1.729, 1.536, 1.146], [2.179, -3.510, -0.994], [-4.467, 0.902, 1.303], [0.354, -3.312, 0.304], [4.236, -3.640, -2.112], [-3.708, -1.585, -2.859], [-2.329, 3.548, 1.651], [-3.538, -0.084, 0.955], [2.019, 1.973, 2.875], [0.307, 6.852, 3.062], [-5.524, 0.651, 1.364], [0.600, 0.792, 1.712], [-2.177, 0.238, 0.933], [-1.454, -3.033, -2.091], [-3.835, -1.099, 0.706], [-2.666, 2.527, 1.455], [0.066, 4.755, 3.499], [2.019, -1.112, 1.547], [2.718, -0.276, 3.380], [-0.505, 0.123, -0.969], [-2.516, -3.689, -2.702], [0.257, 5.846, 2.649]],
  "mulliken_charge": [-0.371, 4.238, -0.174, -0.817, 0.405, 0.379, -0.232, 0.420, 1.664, 0.800, 0.040, 0.425, -1.312, 0.037, -1.550, 0.362, 0.198, 0.414, 0.078, 0.498, 0.358, 0.744, -0.728, -0.814, -0.851, 0.411, 0.425, 0.411, -0.707, 0.422, 0.384, -0.714, 0.474, 0.772, 0.385, -0.125, 0.376, 0.360, 0.423, 0.519, 0.394, 0.611, -0.431, 0.343, -1.093, -0.077, -0.400, -0.859, -0.639, -1.788, -0.871, 0.375, -0.974, 0.521, 0.406, 0.390, -1.363, -1.190, -0.264, 0.474, -0.521, -0.910, -0.668, 0.286, 1.817, -1.116, -0.479]
}

***

{
  "formula": "C30H32AsLiN2O3",
  "method": "ωB97M-V/def2-TZVPD",
  "multiplicity": 1,
  "total_charge": -2,
  "gap_ha": 0.2195,
  "homo_ev": -1.23,
  "elements": ["H", "C", "H", "C", "C", "H", "H", "C", "H", "C", "H", "H", "C", "Li", "H", "N", "C", "H", "H", "C", "O", "H", "H", "C", "C", "H", "H", "H", "O", "C", "C", "H", "H", "C", "H", "C", "H", "H", "H", "C", "C", "C", "C", "C", "H", "C", "H", "C", "H", "H", "C", "C", "H", "H", "As", "H", "C", "C", "H", "C", "C", "N", "H", "H", "C", "C", "H", "O", "C"],
  "coordinates": [[5.722, 2.594, -0.799], [-3.580, 0.633, -3.981], [1.022, -2.498, -2.333], [-1.823, -3.780, 2.551], [-3.773, -0.051, -5.201], [-2.394, 0.789, -2.211], [1.654, 3.829, -1.457], [-0.141, -2.220, 1.528], [-2.326, -2.375, 1.421], [-1.136, -5.598, 3.983], [-1.125, -3.039, -5.991], [-1.930, 1.878, 3.417], [0.198, -2.162, -2.963], [-0.343, -0.212, -0.542], [-1.287, 0.321, 2.891], [1.253, -0.713, 0.737], [-0.609, -1.119, -2.531], [0.708, -3.656, -4.448], [-1.398, -6.448, 4.605], [-2.028, 3.486, 0.633], [0.573, 1.694, -0.545], [-6.040, 1.557, 0.728], [0.572, 1.781, 3.708], [-2.930, -1.072, -5.546], [2.811, 0.925, -0.112], [-3.552, 4.247, 1.984], [-4.900, 2.723, 0.057], [4.871, 0.469, 0.158], [-2.818, -3.105, 1.962], [-1.862, -1.463, -4.699], [3.723, 3.345, -1.180], [3.279, -0.955, 0.892], [-3.069, -1.603, -6.485], [4.173, 1.218, -0.208], [1.535, -3.837, 2.867], [0.511, -4.149, 3.020], [-4.819, 1.035, -0.436], [0.750, 1.480, 1.969], [-4.242, 1.447, -3.704], [0.027, -2.848, -4.188], [2.451, -0.333, 0.525], [-5.001, 1.695, 0.415], [-2.486, 4.376, 1.776], [-0.476, -3.405, 2.380], [-2.321, 5.436, 1.559], [-1.290, 1.391, 2.673], [4.064, 4.289, -1.597], [4.657, 2.403, -0.736], [-3.182, -5.141, 3.476], [0.984, -5.805, 4.301], [-0.983, -2.515, -5.049], [-2.555, 0.268, -3.149], [-4.132, 0.379, 1.895], [0.136, 3.028, 2.532], [-2.147, 1.532, 0.900], [-4.584, 0.232, -5.864], [0.125, 1.951, 2.724], [0.197, -5.239, 3.816], [-0.975, 3.639, 0.388], [1.828, 1.877, -0.582], [-4.018, 1.407, 1.542], [1.125, -1.883, 1.470], [-2.582, 3.705, -0.284], [-1.945, 4.145, 2.697], [2.373, 3.098, -1.102], [-1.657, -0.788, -3.460], [-4.192, 2.066, 2.397], [-1.107, -1.609, 0.951], [-2.138, -4.877, 3.360]],
  "mulliken_charge": [0.339, -0.773, 0.330, 0.083, -0.260, 0.503, 0.329, 0.806, 0.426, -0.250, 0.264, 0.496, -0.219, 0.456, 0.447, 0.960, -1.037, 0.319, 0.334, -0.679, -0.480, 0.389, 0.432, -0.866, 1.047, 0.237, 0.255, 0.288, -0.764, 1.215, -0.362, 0.063, 0.276, -0.621, 0.450, -0.283, 0.250, -0.009, 0.365, -0.761, -1.007, -1.168, -1.240, 0.108, 0.422, -0.816, 0.337, -0.715, 0.403, 0.364, -0.798, -0.354, 0.480, 0.287, 0.728, 0.335, -0.969, -0.726, 0.306, 0.163, -0.857, -0.931, 0.564, 0.237, -0.754, 0.544, 0.456, -0.774, -0.620]
}

***

{
  "formula": "C30H32AuFGeNO2Si",
  "method": "ωB97M-V/def2-TZVPD",
  "multiplicity": 1,
  "total_charge": -1,
  "gap_ha": 0.2561,
  "homo_ev": -4.40,
  "e_above_lowest_ev": 0.196,
  "elements": ["O", "F", "Ge", "H", "H", "H", "C", "C", "H", "H", "C", "H", "H", "H", "C", "H", "C", "C", "C", "Au", "C", "H", "H", "C", "H", "H", "H", "C", "H", "H", "C", "C", "C", "O", "H", "C", "H", "C", "C", "N", "H", "H", "C", "C", "C", "C", "C", "C", "C", "H", "H", "H", "C", "H", "C", "H", "C", "H", "H", "C", "Si", "H", "H", "H", "H", "C", "H", "C", "C"],
  "coordinates": [[0.048, -0.063, 2.076], [0.233, 1.963, -1.695], [-2.381, -2.618, 4.983], [1.001, -4.362, -1.390], [-0.135, -2.369, -4.842], [0.574, -3.248, -0.077], [-5.381, -1.019, 1.635], [-2.171, 0.811, -4.796], [-2.808, 0.497, -5.615], [-3.377, -0.019, 6.139], [-1.512, -5.310, 5.709], [0.587, -3.843, -4.186], [-2.311, -3.211, -1.166], [-3.383, -4.083, 7.484], [-1.054, 2.507, -3.556], [-0.802, -4.795, 6.349], [-0.860, 0.169, -2.816], [-4.198, -2.640, 8.841], [-4.494, -1.303, 9.063], [-0.138, -0.428, 0.044], [-2.389, -4.573, 4.914], [-0.954, 0.036, 4.375], [-2.118, -1.818, 1.944], [-0.528, -1.959, 5.172], [-5.250, -1.966, 4.876], [-2.240, 2.904, -5.309], [-0.771, 3.537, -3.374], [-3.276, -5.262, 4.089], [0.129, -2.785, 4.899], [-0.376, -1.740, 6.231], [-1.691, -0.143, -3.912], [-1.911, -3.349, -2.174], [-3.292, -6.651, 4.064], [-0.030, -2.266, 2.496], [-3.982, -7.171, 3.412], [-3.597, -0.762, 6.899], [-6.855, -1.189, 3.189], [-3.550, -1.926, 3.556], [-0.187, -0.740, 4.320], [-0.356, -0.773, -1.954], [-4.424, 0.683, 8.250], [-2.426, -8.453, 4.845], [-3.141, -1.654, 2.247], [0.467, -2.768, -4.025], [-0.576, 1.544, -2.698], [-3.290, -2.104, 6.659], [-4.047, -1.192, 1.301], [0.910, -3.307, -1.114], [-3.601, -3.033, 7.648], [1.905, -2.859, -1.160], [-3.955, -4.706, 3.452], [1.457, -2.309, -4.087], [-0.023, -1.086, 2.846], [-6.085, -0.659, 0.894], [-4.902, -1.757, 3.871], [-4.960, -0.995, 9.990], [-1.863, 2.152, -4.630], [-2.658, -2.985, -2.883], [-4.435, -3.380, 9.596], [-5.812, -1.312, 2.921], [-0.255, -2.457, -2.308], [-3.698, -0.968, 0.300], [-0.835, -7.255, 6.311], [0.741, -0.268, 4.658], [-1.784, -4.423, -2.337], [-4.192, -0.362, 8.086], [-1.982, -1.176, -4.050], [-2.418, -7.370, 4.867], [-1.525, -6.698, 5.690]],
  "mulliken_charge": [-0.757, -0.304, 2.083, 0.315, 0.349, 0.256, -0.485, -0.969, 0.366, 0.344, -0.503, 0.314, 0.144, 0.294, -0.654, 0.353, 0.200, -0.640, -0.407, 0.201, -0.263, 0.257, 0.220, -1.262, 0.347, 0.350, 0.403, -0.123, 0.546, 0.518, 0.228, -0.872, -0.642, -0.553, 0.373, 0.100, 0.384, -0.199, -0.699, -0.186, 0.383, 0.358, 0.030, -1.089, 0.520, -0.573, -0.658, -1.024, -0.170, 0.248, 0.342, 0.292, 0.662, 0.370, -0.404, 0.362, -0.333, 0.367, 0.377, -0.713, 0.072, 0.469, 0.377, 0.515, 0.348, -0.671, 0.151, -0.401, -0.637]
}